[1]
ORCA calculation (wB97M-V/def2-TZVPD) on a 5-piece molecular cluster, CH14N2O4 overall.

Calculated values
E_LUMO	0.4	eV
HOMO-LUMO gap	10.01	eV
structure (SMILES)	NCN.O.O.O.O

Structure (XYZ):
```
21
CH14N2O4 (wB97M-V/def2-TZVPD)
O 3.663 -2.142 -0.143
N 0.047 1.912 0.127
H 3.438 -2.357 -1.054
N 1.647 0.216 0.806
H -3.249 -1.717 -1.799
O -2.526 -1.322 -1.309
H -4.023 -1.316 1.545
H -0.743 1.762 0.740
H 2.073 2.213 0.353
H 2.610 0.104 0.523
O 0.047 0.182 -2.101
H 0.062 0.854 -1.377
H 1.146 -0.306 0.095
H -3.480 0.025 2.000
H 1.248 1.935 1.894
O -3.955 -0.747 2.322
C 1.295 1.620 0.845
H -1.961 -0.825 -1.907
H 2.854 -2.306 0.355
H 0.039 2.906 -0.087
H -0.232 -0.689 -1.828
```

---

[2]
ORCA calculation (wB97M-V/def2-TZVPD) on an isolated ion of composition C5H13N2O and charge +1.

Calculated values
E_LUMO	-3.2	eV
HOMO-LUMO gap	11.75	eV
structure (SMILES)	CCC[C@@H]([NH3+])C(N)=O
total charge	+1

Structure (XYZ):
```
21
C5H13N2O (wB97M-V/def2-TZVPD)
N -1.780 0.106 0.907
H -1.080 -1.233 -1.371
H 1.608 2.110 2.781
H 0.656 -1.099 0.439
C 0.094 1.213 1.859
H -1.769 -0.901 0.744
H 1.662 -1.124 -2.645
H -0.706 1.558 -0.177
H -0.353 0.108 -2.172
C 0.437 -0.241 -0.202
H 1.204 -2.501 -1.607
O -0.571 0.987 2.863
H 1.410 0.234 -0.336
C 0.839 -1.705 -2.254
H 1.757 2.095 1.042
N 1.294 1.787 1.879
H -1.830 0.304 1.937
H 0.303 -2.172 -3.077
H -2.570 0.486 0.414
C -0.494 0.737 0.509
C -0.110 -0.749 -1.534
```

---

[3]
ORCA calculation (wB97M-V/def2-TZVPD) on a 2-piece molecular cluster, C2H5NO3 overall.

Calculated values
E_LUMO	-0.2	eV
HOMO-LUMO gap	9.38	eV
structure (SMILES)	O=C/C=N\O.O

Structure (XYZ):
```
11
C2H5NO3 (wB97M-V/def2-TZVPD)
H -0.799 2.583 -0.495
H -0.264 3.806 0.277
C -0.175 -0.435 0.908
O -0.238 2.818 0.255
O 0.827 0.289 0.844
H -0.834 -0.208 1.798
H 1.708 -1.736 -1.950
N 0.270 -2.096 -0.805
O 1.232 -1.193 -1.256
H -1.285 -2.219 0.324
C -0.441 -1.610 0.100
```

---

[4]
ORCA calculation (wB97M-V/def2-TZVPD) on C6H9LiO5Pb as an isolated structure.

Calculated values
E_LUMO	-0.2	eV
HOMO-LUMO gap	5.25	eV

Structure (XYZ):
```
22
C6H9LiO5Pb (wB97M-V/def2-TZVPD)
O -2.562 -0.775 -0.032
C -2.109 -0.106 -1.239
H 2.518 0.029 1.803
C -1.279 0.826 1.184
H -0.879 1.248 2.102
H -2.409 -0.767 2.021
C -2.038 1.394 -0.945
O 1.386 -1.424 -0.249
Li -0.069 -2.171 -1.001
O -0.995 1.562 0.027
H -2.980 1.796 -0.546
H -1.733 1.947 -1.839
C 2.882 0.151 0.757
H 3.929 0.525 1.038
H -2.889 -0.334 -1.983
C -2.069 -0.261 1.118
Pb 0.701 0.378 -0.752
H 3.377 -1.329 -0.769
H 3.055 -2.010 0.845
O -0.880 -0.555 -1.586
O 2.327 1.117 -0.074
C 2.717 -1.242 0.120
```

---

[5]
ORCA calculation (wB97M-V/def2-TZVPD) on C29H31Cl4N4O4STi as an isolated structure.

Calculated values
E_LUMO (alpha / beta)	2.6 / 2.6	eV
HOMO-LUMO gap (alpha / beta)	6.09 / 6.09	eV
total charge	-1

Structure (XYZ):
```
74
C29H31Cl4N4O4STi (wB97M-V/def2-TZVPD)
S 1.592 -0.552 -1.635
C -0.954 -2.159 -0.110
H 2.186 0.718 4.381
H -0.885 -4.130 -2.856
N 2.060 -2.068 0.480
C -0.923 4.853 -2.173
C 4.185 -4.864 -1.869
H 4.468 -4.390 -2.807
C -3.673 1.822 -0.111
C 2.816 3.988 0.582
C -1.192 3.116 -0.538
O 2.478 0.486 1.351
N -1.155 1.722 -0.238
H -4.171 1.898 0.860
Cl 3.199 4.493 2.234
H -1.307 1.725 -2.984
C -1.545 5.409 0.070
H 3.710 -4.965 0.856
C -0.858 -2.781 2.335
O 0.558 0.176 2.334
C 2.574 -3.144 1.055
C 3.450 -3.878 -1.004
H -4.104 -1.119 -0.563
C -0.696 -4.469 0.498
N 2.945 -2.814 -1.606
H -2.963 3.820 1.999
H -2.362 -1.351 -2.665
H -3.283 -2.107 0.641
C -1.023 -2.519 -1.459
H -4.169 -0.661 1.130
C -0.696 -4.833 -0.839
H -0.234 -1.919 2.551
N -1.039 -0.774 0.225
C 2.436 -0.101 3.708
H -0.383 2.962 -3.853
C -0.821 -3.138 0.880
H 1.979 -1.013 4.087
H -1.797 6.146 0.824
H -1.268 6.857 -1.490
H 0.395 1.950 -2.629
H 2.389 -3.254 2.121
H -4.346 1.267 -0.768
H 5.076 -5.245 -1.369
C -1.890 3.677 1.837
Ti 0.533 0.659 0.283
C -0.883 3.503 -1.847
Cl 4.256 3.317 -0.174
H -1.646 2.641 2.059
H -0.544 -3.632 2.942
C -2.350 1.121 -0.010
C -0.525 2.481 -2.885
H 3.542 -5.717 -2.094
H -0.875 -1.835 -3.483
H -1.356 4.301 2.554
Cl 4.198 -0.306 3.702
H -1.873 -2.510 2.646
O 1.523 2.286 -0.481
H -3.576 2.829 -0.509
Cl 2.215 5.379 -0.349
H -0.581 -5.224 1.268
C -3.518 -1.082 0.360
C 3.293 -4.098 0.364
C 2.266 -1.934 -0.840
C -2.279 -0.250 0.213
H -0.571 -5.871 -1.121
H -0.684 5.154 -3.186
C 1.832 0.207 2.370
C -0.870 -3.858 -1.807
O 0.949 2.811 1.572
C 1.662 2.955 0.583
C -1.519 4.064 0.432
C -1.252 5.808 -1.221
H -0.842 -0.537 -2.284
C -1.285 -1.500 -2.531
```

---

[6]
ORCA calculation (wB97M-V/def2-TZVPD) on C17H25AsInN12S as an isolated structure.

Calculated values
E_LUMO	-2.6	eV
HOMO-LUMO gap	8.01	eV
total charge	+1

Structure (XYZ):
```
57
C17H25AsInN12S (wB97M-V/def2-TZVPD)
N -3.041 3.613 -0.048
N -1.527 2.671 -2.557
As 1.387 -2.297 0.857
C 2.631 -0.910 1.194
H 2.357 -0.052 0.582
N 0.424 3.492 -1.588
C 1.677 -3.878 1.873
C -1.970 -0.609 1.144
H 0.800 -1.777 -1.490
H 6.026 -2.782 -1.288
H 2.560 -4.385 1.486
N 3.514 1.844 -1.007
S 0.150 0.850 -1.632
C 4.404 -1.582 -2.035
N -0.675 -0.425 1.285
H 2.797 2.040 -1.690
C 3.759 -0.353 -1.999
N -3.599 2.391 0.002
H 2.101 -2.993 -1.405
H 1.824 -3.610 2.917
N -1.639 2.360 1.001
N -1.236 -2.593 1.375
H -3.558 3.264 -4.150
C -1.230 4.974 -2.480
H 5.736 1.200 0.271
H 0.400 -3.473 -1.077
N -2.927 0.321 0.948
N -0.243 -1.699 1.472
H 2.897 -0.165 -2.629
H 1.789 5.507 -1.007
N -1.888 3.601 0.529
H 0.903 6.641 -2.059
C 0.805 5.856 -1.310
H 0.298 6.288 -0.444
H -3.860 -0.026 0.789
C 5.516 -1.830 -1.241
C -3.398 3.990 -3.353
N -2.320 -1.944 1.215
H 0.798 -4.510 1.766
H 4.053 -2.344 -2.721
C 1.143 -2.682 -0.991
H -4.090 3.771 -2.535
C -0.326 2.442 -1.955
H -2.103 1.860 -2.741
H -3.605 4.988 -3.728
C 5.360 0.418 -0.378
H 4.056 2.653 -0.749
C -2.707 1.659 0.641
H 3.619 -1.267 0.899
In 0.709 2.367 1.040
C -2.019 3.906 -2.808
C 4.222 0.659 -1.156
C 5.996 -0.811 -0.424
H -1.577 5.981 -2.651
H 6.879 -0.974 0.181
H 2.608 -0.660 2.253
C -0.019 4.725 -1.827
```

---

[7]
ORCA calculation (wB97M-V/def2-TZVPD) on CH3ClNO2Pd as an isolated structure.

Calculated values
E_LUMO (alpha / beta)	-6.7 / -10.3	eV
<S²>	2.005
HOMO-LUMO gap (alpha / beta)	7.42 / 3.76	eV
total charge	+1
spin multiplicity	3

Structure (XYZ):
```
9
CH3ClNO2Pd (wB97M-V/def2-TZVPD)
Pd 1.082 3.322 2.315
Cl -1.036 2.412 1.419
O 0.531 -1.458 -2.046
N -0.035 -1.522 -0.990
C 0.000 -0.285 -0.165
H 1.052 -0.132 0.065
H -0.395 0.522 -0.777
O -0.606 -2.486 -0.564
H -0.593 -0.373 0.743
```

---

[8]
ORCA calculation (wB97M-V/def2-TZVPD) on C2H10N4O3Rb as an isolated structure.

Calculated values
E_LUMO	-3.2	eV
HOMO-LUMO gap	10.11	eV
total charge	+1

Structure (XYZ):
```
20
C2H10N4O3Rb (wB97M-V/def2-TZVPD)
H 4.357 -3.092 0.844
C -1.659 2.475 -0.638
H -2.907 1.896 -2.042
O -2.259 -1.748 -1.820
N 2.273 -1.146 2.179
H -3.565 2.982 -0.342
O 2.425 -1.944 0.022
N -2.670 2.841 0.105
N -1.956 2.151 -1.818
H -2.496 -1.861 -2.741
H -3.006 -1.288 -1.435
H 1.543 -0.483 1.960
O -0.518 2.472 -0.324
C 2.813 -1.888 1.177
Rb 0.303 -0.459 -1.077
H 4.187 -2.395 2.537
N 3.953 -2.506 1.561
H -2.426 3.141 1.038
H 2.699 -1.048 3.090
H -1.090 1.899 -2.274
```

---

What energy above the lowest of the compared OMol25 structures with the same formula, charge and spin values result from the calculations? In sequence: 22.9 3.4 83.4 0.0 0.0 0.0 3.2 33.6 kcal/mol.
What M values result from the calculations? In sequence: 118.13 117.17 91.07 375.27 721.34 619.28 202.91 223.60 g mol⁻¹.